# C25H34N4O4S

One molecule with the formula C25H34N4O4S in a non-equilibrium geometry (the ωB97M-V functional and the def2-TZVPD basis, OMol25).

Geometry as XYZ:
```
68
Properties=species:S:1:pos:R:3:lowdin_charge:R:1
C -0.17 -5.75 0.14 -0.080
C -0.30 -4.56 -0.81 -0.226
N -0.53 -3.26 -0.20 -0.129
C 0.59 -2.45 0.06 -0.165
C 1.85 -2.96 0.34 0.001
C 2.92 -2.12 0.59 -0.051
C 2.73 -0.76 0.57 -0.272
C 1.51 -0.21 0.25 0.023
C 0.43 -1.04 -0.03 -0.128
N -0.79 -0.54 -0.48 0.149
C -1.15 0.75 -0.70 -0.446
O -0.48 1.73 -0.47 0.083
C -2.54 0.85 -1.34 -0.092
N -3.43 -0.18 -0.83 -0.185
C -4.60 -0.41 -1.66 -0.183
C -5.49 0.83 -1.80 -0.121
C -5.71 1.50 -0.47 -0.177
C -6.70 2.47 -0.35 -0.040
C -6.90 3.12 0.86 -0.085
C -6.11 2.81 1.95 -0.084
C -5.13 1.85 1.83 -0.036
C -4.92 1.19 0.63 -0.155
C -3.85 0.12 0.53 -0.126
H -2.98 0.42 1.11 0.131
H -4.25 -0.81 0.97 0.126
H -4.50 1.60 2.68 0.114
H -6.26 3.32 2.89 0.102
H -7.67 3.87 0.94 0.101
H -7.31 2.71 -1.20 0.113
H -6.45 0.54 -2.24 0.121
H -5.03 1.54 -2.49 0.119
H -4.26 -0.74 -2.65 0.123
H -5.16 -1.22 -1.21 0.124
H -2.91 1.87 -1.18 0.138
H -2.41 0.70 -2.42 0.141
H -1.47 -1.24 -0.75 0.119
H 1.40 0.86 0.21 0.107
S 4.08 0.35 0.97 0.683
O 5.31 -0.39 0.92 -0.291
O 3.77 1.06 2.18 -0.275
N 3.94 1.44 -0.30 -0.240
C 4.19 2.83 0.00 -0.165
H 3.79 3.02 0.99 0.115
C 5.69 3.13 -0.03 -0.182
H 5.89 4.20 0.08 0.128
O 6.26 2.75 -1.27 -0.128
C 6.08 1.37 -1.51 -0.189
H 6.54 1.17 -2.48 0.128
C 4.59 1.00 -1.52 -0.166
H 4.47 -0.08 -1.59 0.123
H 4.09 1.48 -2.36 0.134
H 6.58 0.79 -0.73 0.115
H 6.18 2.58 0.78 0.131
H 3.67 3.44 -0.74 0.135
H 3.90 -2.51 0.82 0.113
H 2.00 -4.02 0.38 0.103
C -1.60 -3.20 0.78 -0.221
C -2.97 -3.47 0.16 -0.074
H -3.16 -2.77 -0.65 0.056
H -3.04 -4.48 -0.23 0.066
H -3.74 -3.34 0.92 0.075
H -1.43 -3.93 1.59 0.117
H -1.60 -2.22 1.24 0.115
H -1.13 -4.75 -1.49 0.112
H 0.61 -4.47 -1.41 0.119
H -1.12 -6.00 0.59 0.065
H 0.55 -5.55 0.94 0.067
H 0.18 -6.62 -0.42 0.076
```

The value obtained for the total energy is -1891.21144 hartree. The SMILES is CCN(CC)c1ccc(S(=O)(=O)N2CCOCC2)cc1NC(=O)CN1CCc2ccccc2C1. As for the total charge: 0. The HOMO-LUMO gap comes out at 8.8 eV. The calculation puts the relative energy (zero: lowest compared OMol25 entry of this formula, charge and spin) at 299.6 kJ/mol.

# C24H22N5O10SW

C24H22N5O10SW as an isolated structure (the ωB97M-V functional and the def2-TZVPD basis, OMol25).

Geometry as XYZ:
```
63
Properties=species:S:1:pos:R:3:lowdin_charge:R:1
W 0.20 0.41 0.03 2.058
O 0.18 2.21 0.51 -0.221
C 0.63 3.01 1.52 -0.247
C 0.98 4.32 1.27 0.039
C 1.39 5.10 2.35 0.015
C 1.43 4.58 3.65 -0.008
C 1.06 3.28 3.88 0.032
C 0.66 2.46 2.81 -0.128
C 0.23 1.13 3.04 0.009
N -0.06 0.22 2.14 -0.096
C -0.60 -1.06 2.65 -0.129
C -1.67 -1.46 1.66 -0.141
N -1.02 -1.29 0.34 -0.099
C -1.31 -2.17 -0.59 0.018
C -0.68 -2.30 -1.85 -0.125
C -1.17 -3.20 -2.82 0.035
C -0.47 -3.39 -3.99 -0.001
C 0.76 -2.74 -4.18 0.023
C 1.29 -1.88 -3.23 0.042
C 0.55 -1.66 -2.08 -0.254
O 1.03 -0.85 -1.10 -0.264
H 0.93 4.73 0.27 0.132
H 1.67 6.13 2.18 0.137
H 1.74 5.22 4.47 0.134
H 1.07 2.87 4.89 0.139
H 0.11 0.83 4.08 0.165
H -1.00 -0.94 3.65 0.145
H 0.21 -1.80 2.67 0.143
H -2.53 -0.79 1.72 0.126
H -1.98 -2.49 1.80 0.147
H -2.10 -2.88 -0.35 0.169
H -2.11 -3.71 -2.65 0.141
H -0.85 -4.06 -4.74 0.135
H 1.31 -2.91 -5.10 0.138
H 2.24 -1.39 -3.37 0.138
O -1.70 6.60 -3.58 0.139
N -2.52 5.92 -3.01 -0.344
O -3.68 6.18 -2.79 0.149
C -2.05 4.59 -2.54 -0.066
C -0.78 4.18 -2.90 0.139
C -0.37 2.93 -2.47 -0.038
C -1.22 2.09 -1.75 -0.216
O -0.86 0.81 -1.50 -0.175
C -2.41 2.62 -1.28 -0.029
C -2.87 3.86 -1.70 0.146
N -3.11 1.91 -0.20 -0.267
O -4.25 2.18 0.03 0.219
O -2.43 1.11 0.48 -0.004
N 1.04 2.54 -2.61 -0.254
O 1.71 3.08 -3.42 0.220
O 1.49 1.70 -1.79 -0.049
H -0.13 4.83 -3.48 0.157
H -3.82 4.26 -1.36 0.159
C 3.95 -1.35 0.46 -0.187
S 3.47 0.26 -0.12 1.055
C 4.59 1.30 0.79 -0.183
O 2.11 0.52 0.67 -0.614
H 4.94 -1.56 0.04 0.093
H 3.24 -2.07 0.07 0.066
H 3.99 -1.36 1.54 0.085
H 5.59 1.06 0.42 0.093
H 4.50 1.09 1.85 0.085
H 4.35 2.34 0.56 0.078
```

The value obtained for the total energy is -2418.02315 hartree. As for the total charge: +3. The HOMO-LUMO gap comes out at 6.7 eV.

# C26H23IrN6S

C26H23IrN6S as an isolated structure in a non-equilibrium geometry (the ωB97M-V functional and the def2-TZVPD basis, OMol25).

Geometry as XYZ:
```
57
Properties=species:S:1:pos:R:3:lowdin_spin:R:1
Ir -0.15 0.68 -0.62 2.421
C 1.05 3.82 -1.10 0.006
N -0.20 3.26 -0.58 0.085
C -0.64 3.77 0.72 0.019
C -1.01 2.66 1.65 0.114
N -0.79 1.37 1.39 0.195
C -1.23 0.67 2.49 0.142
C -1.23 -0.70 2.77 0.134
C -1.74 -1.11 3.98 0.010
C -2.25 -0.19 4.90 0.239
C -2.26 1.18 4.64 0.083
C -1.74 1.59 3.43 0.055
N -1.58 2.83 2.85 0.020
C 1.99 2.73 -1.50 0.026
N 1.60 1.46 -1.66 0.100
C 2.69 0.78 -2.15 0.017
C 2.82 -0.54 -2.58 0.005
C 4.07 -0.94 -3.04 0.001
C 5.15 -0.06 -3.07 0.001
C 5.03 1.27 -2.67 0.002
C 3.77 1.68 -2.24 0.003
N 3.28 2.90 -1.82 0.011
H 0.87 4.43 -2.00 0.001
H 1.54 4.47 -0.37 0.001
H -0.94 3.41 -1.26 -0.001
H 0.16 4.36 1.19 0.005
H -1.50 4.45 0.62 0.006
H -0.82 -1.41 2.07 0.005
H -1.74 -2.16 4.23 -0.003
H -2.64 -0.56 5.84 0.009
H -2.65 1.87 5.37 0.001
H -1.85 3.72 3.27 0.000
H 1.97 -1.21 -2.58 0.002
H 4.20 -1.95 -3.39 0.000
H 6.11 -0.42 -3.41 0.000
H 5.87 1.94 -2.71 0.000
H 3.82 3.75 -1.79 0.001
C 1.70 -1.90 0.24 0.020
C 0.40 -2.46 -0.19 0.018
C 0.21 -3.86 -0.23 -0.003
C -1.03 -4.37 -0.50 0.017
C -2.11 -3.49 -0.72 0.014
C -3.44 -3.94 -0.84 0.170
C -4.47 -3.04 -1.01 0.003
C -4.20 -1.69 -1.17 0.117
C -2.89 -1.20 -1.09 0.122
S -2.60 0.45 -1.42 0.626
C -1.82 -2.10 -0.78 0.065
N -0.58 -1.63 -0.52 0.089
H 1.96 -2.28 1.23 0.001
H 1.65 -0.80 0.29 0.013
H 2.49 -2.20 -0.44 0.001
H 1.06 -4.49 -0.03 0.000
H -1.20 -5.44 -0.51 0.000
H -3.64 -5.00 -0.77 0.007
H -5.49 -3.39 -1.05 -0.002
H -5.01 -0.99 -1.35 0.004
```

The value obtained for the total energy is -1834.65123 hartree. As for the total charge: +3. The HOMO-LUMO gap (alpha / beta) comes out at 7.3 / 3.3 eV. The calculation puts the relative energy (zero: lowest compared OMol25 entry of this formula, charge and spin) at 21.0 kJ/mol. Its expectation value of S² is 8.807. As for the multiplicity: 6.

# C13H42N12O7

A 7-piece molecular cluster, C13H42N12O7 overall in a non-equilibrium geometry (the ωB97M-V functional and the def2-TZVPD basis, OMol25).

Geometry as XYZ:
```
74
Properties=species:S:1:pos:R:3:lowdin_charge:R:1
C 0.35 -4.52 0.82 -0.799
O 1.53 -4.54 1.00 0.026
N -0.52 -4.34 1.80 0.159
N -0.28 -4.36 -0.30 0.171
H -0.19 -4.50 2.74 0.110
H -1.51 -4.18 1.68 0.049
H -1.25 -4.10 -0.19 0.081
H 0.30 -4.20 -1.11 0.064
C 2.85 2.96 2.80 -0.834
O 3.92 2.46 2.95 0.052
N 2.41 3.87 3.57 0.176
N 2.02 2.57 1.89 0.214
H 1.47 3.74 3.92 0.125
H 3.20 4.07 4.18 0.127
H 1.17 3.12 1.85 0.067
H 2.18 1.77 1.30 0.098
C -0.70 -0.70 0.14 -0.654
O -1.84 -0.45 -0.37 -0.055
N 0.15 -1.54 -0.37 0.194
N -0.19 -0.22 1.28 0.170
H 1.05 -1.68 0.07 0.092
H -0.26 -2.03 -1.16 0.087
H -0.75 0.49 1.73 0.080
H 0.78 -0.37 1.52 0.053
C 3.63 -0.96 1.30 -0.733
O 2.54 -0.45 1.12 0.000
N 3.98 -2.21 1.15 0.192
N 4.54 -0.32 1.95 0.189
H 3.36 -2.84 0.66 0.100
H 4.99 -2.31 1.13 0.113
H 5.41 -0.81 2.08 0.117
H 4.41 0.65 2.21 0.081
C -3.92 -2.74 1.04 -0.691
O -2.93 -3.46 0.84 0.003
N -4.97 -2.91 1.79 0.161
N -4.11 -1.62 0.36 0.157
H -4.84 -3.62 2.50 0.122
H -5.63 -2.16 1.93 0.116
H -5.07 -1.30 0.35 0.108
H -3.45 -1.42 -0.37 0.069
C 1.24 6.05 -0.31 -0.050
C 0.29 6.63 0.72 -0.454
C -0.77 5.69 1.12 -0.184
O -0.35 4.31 1.43 -0.225
C -1.49 3.48 1.43 -0.098
N 1.16 6.91 1.86 0.032
H 0.62 5.82 -1.17 0.079
H 1.59 5.10 0.09 0.073
H 1.99 6.80 -0.57 0.085
H -0.09 7.60 0.40 0.146
H -1.40 5.65 0.22 0.123
H -1.39 6.09 1.92 0.129
H -2.22 3.96 2.09 0.082
H -1.24 2.48 1.78 0.071
H -2.10 3.51 0.53 0.094
H 1.33 6.02 2.30 0.040
H 0.65 7.35 2.62 0.066
C -2.48 -2.33 -3.60 -0.065
C -1.16 -1.66 -3.99 -0.414
C -0.04 -2.70 -4.16 -0.149
O 0.27 -3.62 -3.03 -0.256
C 1.20 -4.71 -3.36 -0.071
N -1.36 -1.19 -5.34 0.006
H -2.76 -3.16 -4.24 0.083
H -3.35 -1.79 -3.23 0.078
H -2.18 -2.98 -2.77 0.056
H -0.82 -0.85 -3.34 0.138
H 0.85 -2.15 -4.45 0.124
H -0.30 -3.41 -4.95 0.118
H 0.73 -5.47 -3.98 0.082
H 1.55 -5.30 -2.51 0.081
H 2.08 -4.36 -3.90 0.083
H -1.65 -1.91 -5.99 0.068
H -2.21 -0.65 -5.39 0.071
```

The value obtained for the total energy is -1704.33376 hartree. The SMILES is COC[C@H](C)N.COC[C@H](C)N.NC(N)=O.NC(N)=O.NC(N)=O.NC(N)=O.NC(N)=O. As for the total charge: 0. The HOMO-LUMO gap comes out at 9.3 eV. The calculation puts the relative energy (zero: lowest compared OMol25 entry of this formula, charge and spin) at 376.3 kJ/mol.